Formula: H27O14
Source: the Open Molecules 2025 dataset
Level of theory: wB97M-V/def2-TZVPD

Cartesian coordinates (Å):
O1 -4.63 -0.03 2.69
H1 -4.37 -0.95 2.47
O2 -2.38 0.94 1.00
H2 -2.47 1.12 0.06
H3 -1.50 0.47 0.97
O3 2.33 0.31 -0.48
H4 -0.55 -0.83 0.34
H5 2.06 3.03 -1.24
O4 2.37 2.55 -2.01
H6 1.46 1.33 -3.80
H7 2.59 1.68 -1.59
O5 -2.02 3.16 2.21
H8 -0.65 0.28 -2.19
H9 -1.31 3.50 1.66
O6 -1.45 -2.02 2.12
H10 -1.11 -2.71 1.52
H11 -0.58 -1.92 2.55
O7 0.76 -2.07 -1.36
H12 0.14 -2.66 -1.81
H13 0.15 -1.36 -0.84
O8 -0.44 -0.12 -0.31
H14 1.37 0.46 -0.64
H15 -2.46 2.30 1.99
O9 1.05 1.03 -4.64
H16 0.98 1.92 -5.01
H17 2.34 -0.60 -0.82
O10 5.01 -1.23 0.28
H18 4.27 -0.60 0.41
H19 4.75 -1.90 0.91
O11 0.84 2.16 2.26
H20 0.33 2.07 3.07
H21 0.39 1.60 1.61
O12 -1.32 0.59 -2.82
H22 -0.90 0.40 -3.66
H23 -3.73 0.24 2.35
O13 1.44 -2.02 1.69
H24 1.55 -2.18 0.75
H25 2.16 -1.48 2.03
O14 -2.50 -2.33 -0.77
H26 -1.79 -2.73 -0.27
H27 -2.19 -1.41 -0.68

total charge: -1
largest force on an atom: 0.048 hartree/bohr
gap between HOMO and LUMO: 9.454 eV
highest occupied orbital energy: -0.259 hartree
lowest unoccupied orbital energy: 0.0883 hartree

---

Formula: H28HeO14
Source: the Open Molecules 2025 dataset
Level of theory: wB97M-V/def2-TZVPD

Cartesian coordinates (Å):
He1 0.63 0.21 -0.30
O1 3.47 -3.21 1.15
H1 4.11 -3.21 1.85
H2 3.48 -2.31 0.82
O2 -2.19 1.05 1.78
H3 -2.87 1.09 2.45
H4 -1.37 1.11 2.27
O3 -2.66 3.15 -0.25
H5 -1.97 2.79 -0.80
H6 -2.86 2.45 0.37
O4 1.62 -1.98 -1.58
H7 2.23 -1.39 -1.13
H8 2.10 -2.25 -2.36
O5 1.18 -1.36 3.70
H9 0.57 -1.70 3.05
H10 1.66 -2.13 4.01
O6 0.10 3.21 1.31
H11 -0.84 3.39 1.22
H12 0.44 3.26 0.42
O7 -1.09 1.53 -2.11
H13 -1.89 1.00 -2.02
H14 -1.00 1.67 -3.05
O8 -0.68 -3.27 -0.43
H15 0.05 -2.72 -0.73
H16 -1.22 -2.68 0.10
O9 0.07 1.34 3.41
H17 0.73 0.65 3.41
H18 0.27 1.85 2.62
O10 -3.56 0.21 -1.55
H19 -3.24 -0.38 -0.88
H20 -3.71 -0.35 -2.32
O11 -2.59 -1.42 0.45
H21 -2.48 -0.74 1.11
H22 -3.46 -1.78 0.61
O12 3.47 -0.57 0.03
H23 4.33 -0.51 -0.38
H24 3.52 0.02 0.78
O13 1.26 3.04 -1.42
H25 2.08 2.58 -1.61
H26 0.59 2.53 -1.88
O14 0.59 -1.28 -4.42
H27 0.18 -2.06 -4.03
H28 0.97 -0.82 -3.67

total charge: 0
largest force on an atom: 0.024 hartree/bohr
gap between HOMO and LUMO: 10.036 eV
highest occupied orbital energy: -0.382 hartree
lowest unoccupied orbital energy: -0.0131 hartree

---

Formula: H28Mg3O26S3
Source: the Open Molecules 2025 dataset
Level of theory: wB97M-V/def2-TZVPD

Cartesian coordinates (Å):
Mg1 -3.26 1.30 0.43
Mg2 0.80 -2.20 0.14
Mg3 2.14 2.22 0.67
S1 -0.26 0.13 0.14
O1 -1.69 0.42 -0.11
O2 -0.08 -0.76 1.29
O3 0.27 -0.71 -0.97
O4 0.54 1.33 0.28
S2 3.35 -0.78 1.43
O5 3.14 -1.04 2.85
O6 2.48 -1.64 0.61
O7 2.94 0.61 1.20
O8 4.74 -0.98 1.01
S3 -2.00 2.43 3.27
O9 -1.66 1.18 3.90
O10 -2.45 2.12 1.89
O11 -3.13 3.00 3.98
O12 -0.89 3.40 3.10
O13 -1.77 -0.06 -2.96
H1 -1.36 0.21 -2.11
H2 -2.45 0.59 -3.13
O14 3.05 1.68 -1.13
H3 2.93 2.18 -1.95
H4 3.97 1.39 -1.15
O15 -1.24 -2.98 -0.05
H5 -1.54 -3.69 -0.63
H6 -1.95 -2.86 0.59
O16 -3.75 -0.40 1.65
H7 -4.53 -0.22 2.19
H8 -3.60 -1.34 1.76
O17 1.48 -3.25 -1.39
H9 1.13 -3.12 -2.29
H10 2.22 -3.86 -1.49
O18 1.35 2.89 2.32
H11 0.39 2.89 2.62
H12 1.80 3.47 2.95
O19 0.80 -3.58 1.59
H13 1.37 -4.31 1.84
H14 0.02 -3.67 2.16
O20 0.43 -2.14 -3.62
H15 -0.11 -2.85 -3.97
H16 -0.20 -1.54 -3.20
O21 0.46 -1.18 3.84
H17 1.42 -1.07 3.80
H18 0.16 -1.06 2.92
O22 -4.20 0.26 -0.98
H19 -3.65 -0.40 -1.43
H20 -5.11 0.00 -1.17
O23 1.17 0.72 -3.50
H21 1.51 -0.03 -4.01
H22 0.87 0.32 -2.66
O24 3.40 -1.36 -2.47
H23 2.78 -1.72 -1.83
H24 3.84 -0.65 -2.00
O25 1.25 3.77 -0.59
H25 0.77 3.64 -1.42
H26 0.82 4.52 -0.17
O26 -2.97 2.72 -1.01
H27 -3.22 2.40 -1.89
H28 -2.73 3.65 -1.14

total charge: 0
largest force on an atom: 0.065 hartree/bohr
gap between HOMO and LUMO: 5.165 eV
highest occupied orbital energy: -0.252 hartree
lowest unoccupied orbital energy: -0.0617 hartree

---

Formula: H28NO16S
Source: the Open Molecules 2025 dataset
Level of theory: wB97M-V/def2-TZVPD

Cartesian coordinates (Å):
N1 2.12 2.37 -2.20
H1 2.08 3.11 -1.57
H2 2.03 1.36 -1.72
H3 2.71 2.26 -2.97
H4 1.14 2.60 -2.40
S1 -0.19 -0.08 0.53
O1 -1.35 -0.87 0.68
O2 -0.09 0.39 -0.80
O3 -0.11 1.08 1.38
O4 0.98 -0.87 0.65
O5 1.26 -2.08 2.82
H5 1.92 -1.61 3.21
H6 1.48 -1.70 2.05
O6 -0.17 -4.02 0.29
H7 -0.82 -3.40 0.12
H8 0.68 -3.57 0.14
O7 0.44 -0.22 -3.22
H9 0.90 -0.99 -2.90
H10 0.30 0.09 -2.24
O8 -1.89 1.95 -1.87
H11 -2.58 1.35 -1.79
H12 -1.21 1.27 -1.56
O9 -0.38 3.57 0.24
H13 -0.34 2.82 0.85
H14 -1.28 3.55 -0.30
O10 -2.54 -2.85 1.75
H15 -1.97 -2.02 1.48
H16 -2.93 -3.13 0.87
O11 -1.69 -1.58 -3.76
H17 -1.03 -1.03 -3.24
H18 -1.14 -1.95 -4.46
O12 3.19 0.52 0.46
H19 2.43 -0.07 0.47
H20 3.56 0.46 1.22
O13 2.37 -2.87 -0.08
H21 2.62 -3.20 0.68
H22 1.83 -1.98 0.31
O14 -2.05 2.16 2.81
H23 -1.79 2.99 3.15
H24 -1.20 1.82 2.38
O15 0.96 1.40 3.68
H25 1.82 1.89 3.63
H26 0.53 1.55 2.87
O16 -3.75 0.07 -0.31
H27 -3.93 -0.25 -1.23
H28 -2.93 -0.28 -0.09

total charge: -1
largest force on an atom: 0.177 hartree/bohr
gap between HOMO and LUMO: 7.844 eV
highest occupied orbital energy: -0.239 hartree
lowest unoccupied orbital energy: 0.0489 hartree

---

- Among the records above, which one has the lowest largest force on an atom?
  H28HeO14

---

- Look up the largest force on an atom of the fourth one.
  0.177 hartree/bohr

---

- Which formula does entry 1 have?
  H27O14